The following is a DFT calculation (ωB97M-V with the def2-TZVPD basis set) of a 2-piece molecular cluster, C4H12N4O overall.

Structure (ORCA input):
```
! RIJCOSX wB97M-V def2-TZVPD def2/J DEFGRID3
* xyz 0 1
H -1.464 2.545 -1.278
O -0.189 1.856 -2.771
H -0.250 -0.088 -1.492
C 1.064 -0.513 0.986
C -0.154 -1.265 0.977
N 2.127 -1.141 1.614
H 0.165 1.901 -0.752
H -0.596 -1.833 2.897
H -0.629 2.366 -3.460
H -1.997 -1.599 0.320
N -0.341 -2.241 2.000
H 2.869 -0.554 1.963
N -1.139 -1.107 0.070
H 0.012 3.506 -1.525
H -2.043 -0.566 -1.698
C -0.398 2.489 -1.523
N 1.149 0.639 0.413
H 2.088 1.027 0.452
H 1.898 -1.946 2.174
H -1.028 -2.941 1.749
C -1.144 -0.536 -1.116
*
```

Summary:
E_HOMO: -6.4 eV
HOMO-LUMO gap: 7.139 eV